No. 1
ORCA calculation (ωB97M-V/def2-TZVPD) on a cluster of 2 separate species, H2 in total.

Calculated values
Energy above the lowest of the compared OMol25 structures with the same formula, charge and spin ... 147.7 kcal per mole
DFT total energy ... -25.183 eV
E_LUMO ... -3.38 eV

```
! RIJCOSX wB97M-V def2-TZVPD def2/J DEFGRID3
* xyz 0 1
H -1.0599 -0.2210 0.6872
H 1.0599 0.2210 -0.6872
*
```

No. 2
ORCA calculation (ωB97M-V/def2-TZVPD) on a structure of composition H20KrO10.

Calculated values
Energy above the lowest of the compared OMol25 structures with the same formula, charge and spin ... 16.2 kcal per mole
DFT total energy ... -95729.690 eV
E_LUMO ... -0.22 eV

```
! RIJCOSX wB97M-V def2-TZVPD def2/J DEFGRID3
* xyz 0 1
Kr -11.5999 -14.9405 2.9600
O -9.8411 -17.7704 1.0727
H -10.2889 -17.0521 0.6257
H -8.9396 -17.7264 0.7539
O -10.8521 -14.9427 -0.2466
H -11.7816 -14.7327 -0.1565
H -10.4066 -14.3026 0.3085
O -12.2533 -13.1974 6.5990
H -12.6694 -13.3107 7.4536
H -12.9791 -13.0224 6.0000
O -13.9712 -17.4832 3.0088
H -14.2711 -16.7987 2.4107
H -14.4995 -18.2485 2.7819
O -14.3922 -12.7588 2.4299
H -14.1925 -12.7463 3.3659
H -13.6427 -12.3281 2.0188
O -15.0721 -15.5217 4.6743
H -15.9960 -15.7633 4.7411
H -14.6622 -16.2623 4.2274
O -12.4054 -17.2465 6.6535
H -12.5772 -16.3675 6.3158
H -13.1968 -17.4753 7.1410
O -15.1644 -15.3987 1.3131
H -15.2492 -14.5726 1.7892
H -14.8176 -15.1477 0.4569
O -9.1105 -13.7570 1.5014
H -9.2693 -13.0365 2.1112
H -8.6608 -14.4201 2.0253
O -11.2990 -18.6675 3.1190
H -10.7265 -18.3778 2.4087
H -12.0380 -18.0597 3.0947
*
```

No. 3
ORCA calculation (ωB97M-V/def2-TZVPD) on a cluster of 10 separate species, H20O10 in total.

Calculated values
Energy above the lowest of the compared OMol25 structures with the same formula, charge and spin ... 8.1 kcal per mole
DFT total energy ... -20800.040 eV
⟨S²⟩ ... 0.7506
E_LUMO (spin up / spin down) ... 2.83 / 2.70 eV

```
! RIJCOSX wB97M-V def2-TZVPD def2/J DEFGRID3
* xyz -1 2
O -2.1969 0.9858 1.7380
H -1.4385 0.5625 2.1403
H -2.4674 1.6482 2.3738
O 0.1054 3.2510 0.7152
H -0.3031 2.5499 0.2075
H 0.6755 3.6990 0.0903
O 1.9193 -1.5637 0.0426
H 2.0512 -2.4415 0.4010
H 2.6937 -1.0731 0.3181
O -0.1881 -2.9788 2.0422
H 0.2469 -2.1278 1.9902
H 0.4852 -3.5726 2.3744
O 1.8882 1.2463 -2.2959
H 1.2028 1.2184 -1.6283
H 1.6805 0.5198 -2.8835
O 2.0039 -3.0511 -2.4006
H 2.0298 -2.4654 -1.6440
H 2.9225 -3.1758 -2.6391
O -2.0597 -0.9751 -1.6227
H -1.7101 -1.1874 -2.4881
H -1.9706 -1.7861 -1.1223
O 0.1456 0.4874 -0.2370
H 0.5974 -0.3552 -0.1906
H -0.7807 0.2591 -0.3138
O -3.7321 1.0662 -1.1628
H -3.1275 1.7860 -0.9825
H -3.1664 0.3070 -1.3034
O 0.9780 2.0726 3.0025
H 0.7153 2.1659 2.0868
H 0.8001 2.9288 3.3917
*
```

No. 4
ORCA calculation (ωB97M-V/def2-TZVPD) on a cluster of 10 separate species, H20O10 in total.

Calculated values
Energy above the lowest of the compared OMol25 structures with the same formula, charge and spin ... 39.9 kcal per mole
DFT total energy ... -20800.882 eV
SMILES ... O.O.O.O.O.O.O.O.O.O
E_LUMO ... -0.12 eV

```
! RIJCOSX wB97M-V def2-TZVPD def2/J DEFGRID3
* xyz 0 1
O -2.4564 -2.0764 -2.4313
H -2.1983 -1.9617 -1.5033
H -3.3703 -1.7779 -2.4742
O -0.3452 0.5306 -2.5489
H -0.2506 -0.0607 -1.7609
H -1.2632 0.4686 -2.8229
O 0.1222 -0.6430 -0.1313
H -0.3793 -0.1247 0.5258
H 1.0514 -0.4799 0.1129
O 2.4168 0.0209 1.3918
H 2.2481 -0.0345 2.3399
H 2.0147 0.8857 1.1217
O 1.4069 2.3711 -1.8684
H 0.6745 1.7617 -2.1033
H 1.3725 3.0451 -2.5555
O 4.8188 -1.1490 0.4784
H 4.0320 -0.6521 0.7902
H 4.8347 -1.9528 1.0057
O -1.5013 -2.3758 0.4086
H -0.7836 -1.8948 -0.0439
H -1.3626 -3.3097 0.2054
O 0.8951 2.3364 0.7918
H 0.7393 3.1412 1.3025
H 1.1401 2.6487 -0.1175
O -1.7475 1.1829 1.4034
H -0.9944 1.7464 1.1586
H -2.5208 1.5970 1.0002
O -3.1463 -1.1785 2.3935
H -2.8607 -0.3105 2.0893
H -2.5867 -1.7544 1.8418
*
```

No. 5
ORCA calculation (ωB97M-V/def2-TZVPD) on a cluster of 10 separate species, H20O10 in total.

Calculated values
Energy above the lowest of the compared OMol25 structures with the same formula, charge and spin ... 76.4 kcal per mole
DFT total energy ... -20799.299 eV
SMILES ... O.O.O.O.O.O.O.O.O.O
E_LUMO ... 0.15 eV

```
! RIJCOSX wB97M-V def2-TZVPD def2/J DEFGRID3
* xyz 0 1
O -3.1554 -1.2680 -0.4994
H -2.7917 -0.3811 -0.6116
H -4.0310 -1.2882 -0.0906
O 1.0640 2.1883 -0.8272
H 1.9353 2.1639 -0.4469
H 1.0027 2.4557 -1.7516
O 0.3337 -2.8447 -0.4415
H 0.8055 -2.0068 -0.3519
H 0.9456 -3.5407 -0.6610
O -2.1204 1.5749 0.5004
H -1.4346 2.2258 0.3116
H -2.2769 1.7265 1.4391
O -2.0141 2.0061 -2.8573
H -1.7051 2.6874 -3.4697
H -1.4296 1.3316 -2.4910
O 3.2771 0.4582 -1.5821
H 3.1805 0.2839 -0.6248
H 3.4158 1.3672 -1.8562
O -0.4925 -0.2687 -2.0907
H 0.4129 -0.0292 -1.8399
H -0.8850 -0.4009 -1.2063
O 1.2231 -0.9506 3.2690
H 0.5356 -1.6034 3.4679
H 1.5415 -0.3512 3.9397
O -1.3166 -1.9081 2.3467
H -1.7797 -1.7308 1.5206
H -1.8945 -2.5138 2.8206
O 2.5410 0.4814 1.0134
H 1.8500 0.1442 1.6228
H 3.2626 -0.0088 1.4480
*
```

No. 6
ORCA calculation (ωB97M-V/def2-TZVPD) on a cluster of 10 separate species, H20O10 in total.

Calculated values
Energy above the lowest of the compared OMol25 structures with the same formula, charge and spin ... 69.2 kcal per mole
DFT total energy ... -20799.611 eV
SMILES ... O.O.O.O.O.O.O.O.O.O
E_LUMO ... 0.27 eV

```
! RIJCOSX wB97M-V def2-TZVPD def2/J DEFGRID3
* xyz 0 1
O -2.3055 -0.3079 1.6645
H -2.5318 0.4378 1.0783
H -3.0017 -0.8004 2.0955
O 0.7919 0.6162 -2.0720
H 1.2802 -0.0732 -1.5848
H 1.3871 0.8122 -2.8008
O 0.2542 -2.7238 -0.4991
H -0.4641 -3.3742 -0.4363
H -0.4241 -2.0675 -0.8631
O -2.9268 1.9122 0.1022
H -2.3078 2.6678 0.0523
H -3.0494 1.6984 -0.8290
O -0.5111 3.1741 -0.4204
H -0.0300 2.3979 -0.7389
H 0.0611 3.9109 -0.6863
O 2.8995 -1.0093 -1.7778
H 3.6419 -1.0606 -1.1424
H 2.8481 -1.9893 -1.7745
O -1.3471 -0.9398 -1.3032
H -1.8817 -0.4292 -0.6923
H -0.5215 -0.5325 -1.6277
O 0.2747 2.0059 1.8424
H 0.7662 2.5813 2.4329
H 0.9510 1.4005 1.5026
O 0.1471 -1.1194 1.6378
H -0.6614 -1.5023 1.3043
H -0.1926 -0.3206 2.0551
O 2.6948 -1.8454 1.1562
H 2.0530 -2.0671 1.8370
H 2.1057 -1.4527 0.4875
*
```

No. 7
ORCA calculation (ωB97M-V/def2-TZVPD) on a cluster of 10 separate species, H20O10 in total.

Calculated values
Energy above the lowest of the compared OMol25 structures with the same formula, charge and spin ... 70.7 kcal per mole
DFT total energy ... -20799.547 eV
SMILES ... O.O.O.O.O.O.O.O.O.O
E_LUMO ... -0.01 eV

```
! RIJCOSX wB97M-V def2-TZVPD def2/J DEFGRID3
* xyz 0 1
O -0.4405 3.3093 -0.1079
H -0.5785 4.1153 -0.6229
H 0.0435 2.7503 -0.7179
O 1.0425 -3.2297 -0.0199
H 1.0075 -2.9657 0.9121
H 1.5615 -2.5117 -0.4239
O 0.7845 -1.6407 -2.4219
H 0.4895 -2.2977 -1.8189
H 1.6035 -2.0607 -2.6959
O 0.1895 -0.8487 1.8471
H -0.2605 -0.0997 2.2531
H 1.1245 -0.5077 1.8161
O -2.1945 -1.9497 1.0941
H -2.7565 -1.3847 1.6351
H -1.3115 -1.7217 1.3761
O 0.0425 2.1453 -2.5989
H 0.6995 2.1063 -3.2959
H 0.1675 1.2733 -2.1309
O -1.1915 1.5393 2.4271
H -2.0575 1.5693 1.9951
H -1.2685 2.0583 3.2361
O 2.8435 -1.5517 -0.3209
H 2.5365 -0.6597 -0.0519
H 3.1795 -1.9397 0.5021
O 0.7925 0.4543 -0.5199
H 1.1855 -0.3547 -0.7899
H 0.1725 0.2883 0.2011
O -2.3335 0.9703 -0.2709
H -1.8845 1.8443 -0.2429
H -3.1895 1.3013 -0.2439
*
```

No. 8
ORCA calculation (ωB97M-V/def2-TZVPD) on a cluster of 10 separate species, H20O10 in total.

Calculated values
Energy above the lowest of the compared OMol25 structures with the same formula, charge and spin ... 142.8 kcal per mole
DFT total energy ... -20796.421 eV
SMILES ... O.O.O.O.O.O.O.O.O.O
E_LUMO ... -0.21 eV

```
! RIJCOSX wB97M-V def2-TZVPD def2/J DEFGRID3
* xyz 0 1
O -0.4222 -0.4015 0.1237
H 0.0182 0.2898 -0.4075
H -0.1583 -0.0609 0.8685
O 1.9975 -2.0089 -2.2810
H 1.1155 -1.5613 -2.2192
H 2.1020 -2.5273 -3.0223
O -0.7632 -1.1065 -2.8329
H -1.2090 -0.5614 -2.2068
H -0.9776 -2.0217 -2.8484
O -1.9130 1.1579 1.4779
H -1.2019 0.6946 1.9362
H -2.1775 0.6657 0.6709
O 2.1613 0.5827 3.6388
H 2.4746 1.0597 2.8487
H 1.2904 0.5103 3.3291
O 2.1906 1.7070 0.9991
H 2.4131 1.0506 0.4498
H 1.5030 2.1896 0.4512
O -0.8052 0.1820 3.3091
H -0.8883 -0.7842 3.2449
H -1.3305 0.6151 3.9781
O -1.4920 -3.4683 -0.1381
H -1.3235 -3.8664 0.6601
H -0.8666 -2.8207 0.0039
O 0.5563 1.4118 -1.5995
H 1.3000 1.7181 -1.9191
H 0.2773 2.2100 -1.1429
O -1.4116 2.1042 -2.3290
H -1.8006 1.2091 -2.2655
H -0.6590 1.8308 -2.7777
*
```

No. 9
ORCA calculation (ωB97M-V/def2-TZVPD) on a cluster of 10 separate species, H20O10 in total.

Calculated values
Energy above the lowest of the compared OMol25 structures with the same formula, charge and spin ... 124.0 kcal per mole
DFT total energy ... -20797.237 eV
SMILES ... O.O.O.O.O.O.O.O.O.O
E_LUMO ... 0.19 eV

```
! RIJCOSX wB97M-V def2-TZVPD def2/J DEFGRID3
* xyz 0 1
H 1.5177 0.3000 1.1686
H 0.2917 0.0357 0.3100
H -3.4585 -1.6791 -1.3882
H -4.3103 -0.7843 -2.2734
H 5.3623 1.5105 1.3856
H 6.7764 1.0589 1.0592
H 0.3146 -2.4213 0.9143
H 1.5369 -2.0690 1.7461
H -2.8495 1.5045 -1.0137
H -2.4750 0.0514 -1.2555
H 1.7388 -3.5531 -1.5716
H 2.6824 -2.8276 -0.6264
H -2.8272 -2.3059 2.5316
H -3.9233 -1.5378 1.8114
H -3.2125 3.4604 1.2465
H -3.1354 3.1285 -0.2347
H 0.3918 1.9161 -0.4300
H 1.6907 2.6508 -0.7182
H 2.4362 1.2309 -1.2591
H 1.6980 -0.0663 -0.9720
O 0.5570 0.3779 1.1712
O -4.2024 -1.0670 -1.3583
O 5.8678 1.0001 0.7430
O 1.1778 -1.9967 0.8546
O -2.7357 0.6630 -0.5577
O 2.1101 -2.6827 -1.3883
O -2.9651 -1.6314 1.8570
O -3.1795 2.7159 0.6353
O 0.7382 2.7094 -0.8539
O 2.3861 0.3083 -1.5334
*
```

Number 1: maximum force 1.96 eV/Å. Number 2: maximum force 0.99 eV/Å. Number 3: maximum force 1.23 eV/Å. Number 4: maximum force 1.29 eV/Å. Number 5: maximum force 1.78 eV/Å. Number 6: maximum force 2.37 eV/Å. Number 7: maximum force 3.06 eV/Å. Number 8: maximum force 7.74 eV/Å. Number 9: maximum force 1.39 eV/Å.